Density functional theory data (ωB97M-V/def2-TZVPD) for a molecular structure, C48H52AsN4O5Ti.

Spin multiplicity: 2
Charge: +2
Relative energy (zero: lowest compared OMol25 entry of this formula, charge and spin) (kJ/mol): 268.27

The geometry in XYZ format:
```
111
Properties=species:S:1:pos:R:3:forces:R:3
Ti 0.483602 0.481745 -0.094140 -0.15 -0.01 -0.69
O -2.966605 -1.059573 1.966264 0.29 0.06 -0.18
C -2.006613 -0.997017 1.083812 -0.03 0.26 -0.02
O -1.099467 -0.163120 1.144237 -0.24 -0.49 0.23
C -2.091345 -1.963261 -0.071948 0.04 -0.11 0.16
O -0.960945 -1.801826 -0.890332 -0.14 0.08 -0.01
C 0.240380 -2.547342 -0.692359 0.16 -0.01 -0.18
C 2.022574 -1.354748 0.833236 -0.04 0.10 0.11
O 2.784899 -2.163109 1.251829 0.00 -0.05 0.01
O 1.692128 -0.175045 1.292212 -0.01 0.09 0.17
H -2.842654 -0.373151 2.658315 0.02 -0.04 -0.07
H -2.233761 -2.976742 0.303500 -0.01 0.01 -0.05
H -2.973381 -1.705533 -0.665589 0.05 0.04 0.01
H 1.249867 -4.106273 0.280831 0.00 0.06 -0.03
H 0.489482 -2.894554 -1.696254 -0.05 -0.02 0.23
C 0.040715 -5.161683 -2.029214 0.02 -0.06 -0.05
C -0.493222 -4.894169 -0.653387 -0.03 -0.06 0.03
C -1.517293 -5.645285 -0.171692 0.01 0.02 -0.04
C -1.992837 -5.522187 1.145855 0.02 0.04 0.02
C -1.365055 -4.614740 2.012240 -0.07 0.08 -0.08
C -0.361960 -3.773800 1.626346 -0.07 0.08 -0.07
C 0.254714 -2.907149 2.683234 0.08 -0.01 0.06
C 0.182653 -3.830154 0.199539 0.01 0.02 0.08
N 1.281404 -1.497875 -0.457418 0.14 0.01 0.03
C 2.316263 -1.414055 -1.488319 0.15 0.08 0.03
C 3.150944 -2.617314 -1.778363 -0.05 -0.02 -0.02
C 2.561835 -0.171698 -1.935949 0.05 -0.12 0.02
C 3.701746 0.139723 -2.858223 -0.01 -0.01 -0.09
N 1.739692 0.853617 -1.435809 -0.16 -0.28 0.11
C 1.896151 2.194900 -1.925488 -0.05 -0.03 0.01
C 1.283199 2.562053 -3.131647 -0.01 0.04 0.05
C 0.587564 1.544402 -3.991830 -0.05 -0.04 0.01
C 1.456994 3.866934 -3.575437 0.01 -0.02 0.01
C 2.249908 4.761092 -2.868587 -0.04 0.00 0.05
C 2.906237 4.353662 -1.719728 0.00 -0.06 0.05
C 2.760641 3.054259 -1.235926 0.05 0.04 -0.10
C 3.661872 2.549642 -0.143776 -0.08 0.00 0.13
H -0.355219 -6.102050 -2.406078 0.00 -0.01 -0.01
H 1.130585 -5.244867 -2.028816 0.03 0.01 0.01
H -0.229534 -4.391435 -2.757062 -0.01 0.00 -0.03
H -1.954651 -6.394109 -0.818995 -0.02 -0.03 -0.02
H -2.791938 -6.152804 1.502288 -0.04 -0.03 0.01
H -1.692533 -4.575406 3.043908 0.00 0.00 0.02
H -0.331258 -2.982394 3.599306 0.03 -0.03 -0.01
H 0.300369 -1.851197 2.422295 0.00 0.10 -0.01
H 1.277068 -3.211594 2.912131 0.03 -0.01 -0.02
H 2.586453 -3.540771 -1.660031 -0.01 -0.01 0.00
H 4.001719 -2.672427 -1.095182 0.00 -0.01 0.01
H 3.528072 -2.589858 -2.798915 0.02 0.01 -0.01
H 4.646651 -0.162656 -2.405602 0.01 0.00 0.00
H 3.758706 1.201408 -3.087554 0.00 -0.01 0.00
H 3.602311 -0.403470 -3.799231 0.00 0.00 0.01
H -0.048382 0.866753 -3.423299 0.02 0.01 -0.02
H 1.327739 0.928877 -4.508169 0.03 -0.02 0.00
H -0.006958 2.025985 -4.766488 -0.03 0.03 -0.01
H 1.004656 4.172453 -4.509961 -0.02 0.01 -0.04
H 2.386310 5.767595 -3.238336 0.00 0.05 -0.02
H 3.574128 5.031391 -1.203811 0.01 0.03 0.00
H 4.034868 3.371317 0.465721 -0.01 0.00 0.02
H 4.526612 2.054386 -0.594592 0.01 0.01 0.00
H 3.186227 1.820501 0.512499 0.01 0.05 -0.01
N -1.154620 1.184997 -1.204773 -0.13 0.27 0.13
C -1.988475 1.878717 -1.638408 0.33 -0.02 0.01
N -2.893756 2.627150 -2.147390 -0.16 -0.04 0.09
C -2.592652 3.552944 -3.266069 0.05 0.00 0.00
C -3.583473 3.336822 -4.399959 0.03 0.02 -0.02
C -5.032141 3.205616 -3.883131 -0.05 0.00 -0.02
C -5.145131 3.545534 -2.399563 -0.03 0.00 0.03
C -4.271387 2.617058 -1.574538 0.01 0.00 0.00
H -1.564691 3.371577 -3.572197 0.03 0.02 -0.02
H -2.645044 4.564942 -2.866489 0.00 0.01 -0.01
H -3.300785 2.449965 -4.967458 0.01 -0.01 0.00
H -3.490475 4.185042 -5.079142 0.01 0.00 0.00
H -5.385101 2.183385 -4.032811 0.00 -0.01 0.01
H -5.698378 3.844326 -4.460202 0.00 0.00 0.01
H -6.173579 3.432151 -2.056126 0.01 -0.01 0.00
H -4.867148 4.584546 -2.208964 0.00 0.01 -0.01
H -4.648676 1.593524 -1.632672 -0.01 0.03 0.02
H -4.212384 2.925662 -0.529798 -0.02 0.00 -0.01
C 3.766792 4.717679 3.693819 -0.03 -0.01 0.00
C 3.515929 3.358486 3.831413 -0.01 0.02 0.00
C 2.452534 2.777689 3.158409 0.02 -0.11 -0.02
C 1.635933 3.569502 2.357082 0.01 0.06 -0.06
C 1.876600 4.931308 2.220357 0.01 0.01 0.00
C 2.949652 5.502038 2.892436 -0.02 -0.03 0.00
As 0.195203 2.716536 1.415122 0.03 -0.01 0.07
C -1.200167 2.388311 2.701772 -0.06 -0.05 0.05
C -1.215058 1.441791 3.714841 0.03 0.02 0.02
C -2.368796 1.284291 4.474120 0.02 0.01 -0.01
C -3.492532 2.064806 4.205434 0.02 -0.01 0.00
C -3.468676 3.016941 3.198712 0.05 -0.01 -0.03
C -2.314171 3.188872 2.437634 -0.01 -0.03 0.02
C -2.141723 4.162068 1.336693 0.03 0.02 -0.03
C -3.063728 5.131803 0.957868 0.01 -0.03 0.00
C -2.754978 6.010589 -0.071554 -0.01 0.00 -0.02
C -1.540948 5.921422 -0.741407 0.00 -0.03 -0.05
C -0.617218 4.944731 -0.387491 -0.04 0.02 0.02
C -0.917115 4.088065 0.657661 -0.02 0.02 0.06
H 4.599282 5.166424 4.217358 0.02 0.01 0.01
H 4.152325 2.749753 4.458243 0.01 -0.02 0.02
H 2.279884 1.709236 3.246732 0.00 0.05 -0.01
H 1.235784 5.552385 1.607373 -0.01 -0.01 -0.01
H 3.140669 6.561564 2.795353 0.00 0.03 -0.01
H -0.341564 0.832931 3.920173 -0.02 0.00 -0.01
H -2.388260 0.573080 5.289392 0.00 -0.02 0.02
H -4.385228 1.938688 4.801894 -0.03 0.00 0.02
H -4.345272 3.624680 3.018363 -0.01 0.01 -0.01
H -4.008315 5.228363 1.477365 -0.01 -0.01 0.01
H -3.462131 6.783541 -0.342115 -0.01 0.01 0.00
H -1.307785 6.621811 -1.532532 0.01 0.01 -0.02
H 0.327884 4.872646 -0.907804 0.09 -0.01 -0.05
```
Forces are in eV/Å.



Density functional theory data (ωB97M-V/def2-TZVPD) for a molecular structure, C22H38NO2P3PbS.

Charge: +4
Total energy (eV): -72921.596

The geometry in XYZ format:
```
68
Properties=species:S:1:pos:R:3:forces:R:3
P -2.567761 -1.563212 0.817338 -1.11 -0.12 -0.08
C -2.333500 -2.563923 2.325678 0.50 0.17 0.20
H -3.253056 -3.135928 2.538400 0.37 0.21 -0.09
H -2.090633 -1.890368 3.164039 -0.26 -0.35 -0.23
H -1.485792 -3.252582 2.183063 -0.39 0.09 0.05
C -4.119382 -0.666133 1.201935 0.28 0.35 0.13
H -4.546431 -0.211802 0.295990 0.00 -0.22 0.32
H -3.882742 0.136173 1.916068 -0.28 -0.21 -0.09
H -4.841441 -1.363065 1.651530 0.10 0.27 -0.16
C -3.165027 -2.797062 -0.395378 0.36 0.12 -0.12
H -4.078553 -3.275006 -0.015908 0.23 0.06 -0.16
H -2.385286 -3.552580 -0.558447 -0.31 0.05 -0.04
H -3.376497 -2.294869 -1.351142 -0.05 -0.29 0.20
P 1.488726 -0.951407 -2.421588 1.23 -0.13 -2.17
C 2.832329 -2.133312 -2.074652 -0.14 -0.18 0.97
H 3.475963 -2.232489 -2.965680 -0.33 0.13 0.25
H 2.407777 -3.113582 -1.803321 0.25 0.31 -0.16
H 3.428632 -1.760108 -1.225317 -0.07 -0.23 -0.38
C 0.627256 -1.746445 -3.830973 -0.79 -0.06 0.48
H -0.035728 -1.026497 -4.334987 0.30 -0.30 0.05
H 0.017498 -2.582052 -3.458783 0.16 0.09 -0.28
H 1.375558 -2.124073 -4.544003 -0.15 0.14 0.22
C 2.375715 0.385222 -3.304044 -0.19 0.46 0.48
H 2.868452 -0.035255 -4.192792 -0.14 0.08 0.23
H 3.125532 0.836081 -2.640705 -0.11 -0.06 -0.29
H 1.661943 1.163307 -3.614054 0.33 -0.15 -0.01
P 0.553147 2.868494 0.986744 -0.76 1.32 0.39
C 1.816763 3.106277 2.278166 0.37 -0.53 0.03
H 1.807032 4.164667 2.592694 0.05 -0.44 -0.08
H 2.810538 2.845811 1.874838 -0.26 0.27 0.23
H 1.587276 2.451539 3.137313 0.09 0.43 -0.28
C 0.871322 4.271480 -0.141678 0.22 -0.36 -0.36
H 1.131838 5.157597 0.455652 -0.11 -0.17 -0.28
H -0.014460 4.476505 -0.762377 0.32 0.07 0.27
H 1.709454 4.009270 -0.804256 -0.15 0.31 0.14
C -0.954273 3.442448 1.857513 -0.07 -0.38 -0.04
H -0.791952 4.467383 2.218979 -0.11 -0.24 -0.03
H -1.153462 2.771288 2.702545 -0.06 0.27 -0.10
H -1.818773 3.422611 1.178925 0.17 0.10 0.27
Pb -1.043662 0.703406 -1.049435 2.70 -2.12 3.48
C 0.066012 -2.058007 -0.243983 1.33 -2.78 1.28
O 0.539752 -2.989886 0.239579 -1.24 2.39 -1.17
C 1.889401 0.759147 -0.071530 3.03 -1.28 0.27
O 2.967681 0.512330 0.266632 -2.72 0.92 -0.58
C -1.317989 2.590153 -2.730777 -0.22 0.52 -0.61
C -2.254596 2.835718 -1.711097 -0.41 0.54 -0.38
C -3.251356 1.886195 -1.428093 -0.62 0.36 -0.21
C -3.317381 0.693269 -2.171309 -0.59 0.14 -0.41
C -2.379068 0.445886 -3.187720 -0.40 0.00 -0.56
C -1.380066 1.396014 -3.468592 -0.26 0.39 -0.62
H -0.519676 3.305269 -2.921275 -0.20 -0.05 -0.06
H -2.193592 3.748693 -1.122155 -0.08 -0.12 -0.17
H -3.949960 2.059974 -0.611122 0.03 0.02 -0.21
H -4.077138 -0.051017 -1.941433 0.08 0.16 -0.10
H -2.402296 -0.498595 -3.728166 -0.10 0.19 -0.02
H -0.635952 1.194173 -4.235529 -0.19 0.10 0.03
S 0.240632 -0.148774 2.613627 0.10 -0.12 0.19
C 1.568837 -1.128549 2.997592 0.72 0.04 0.24
N 2.830876 -0.562164 3.035462 0.80 -1.23 0.27
C 3.967991 -1.281765 3.294588 -1.17 1.76 -0.38
C 3.878228 -2.632959 3.527281 -0.23 -1.11 0.17
C 2.621769 -3.255275 3.524347 0.23 0.30 0.01
C 1.472214 -2.500299 3.284093 0.16 0.25 -0.03
H 2.906717 0.434776 2.856280 0.04 -0.09 0.08
H 4.895157 -0.706143 3.297284 -0.20 -0.26 0.05
H 4.786934 -3.205930 3.721836 -0.27 0.18 -0.04
H 2.532960 -4.320592 3.711683 0.07 0.09 0.05
H 0.479569 -2.929448 3.314607 0.12 -0.11 0.00
```
Forces are in eV/Å.



Density functional theory data (ωB97M-V/def2-TZVPD) for a molecular structure, C10H8MnN2Se3Te.

Spin multiplicity: 6
Relative energy (zero: lowest compared OMol25 entry of this formula, charge and spin) (kJ/mol): 289.73

The geometry in XYZ format:
```
25
Properties=species:S:1:pos:R:3:forces:R:3
Mn 2.086916 1.156848 0.902944 0.21 0.19 0.17
Se 4.454450 0.748389 0.442913 0.03 0.00 -0.06
Se 4.820911 2.587461 1.909124 -0.06 -0.04 -0.04
Te 2.427348 3.112007 2.674451 -0.01 -0.05 0.06
Se -0.409153 3.178436 -0.491998 -0.06 -0.02 0.08
C -1.844073 1.691914 -2.480784 -0.18 -0.18 0.09
C -2.636759 1.019314 -1.452688 0.06 0.09 -0.03
C -2.171591 0.552565 -0.290357 0.00 0.11 -0.04
C -0.753696 0.504785 0.088283 0.65 0.38 0.22
N 0.088442 1.482061 0.120407 -0.57 -0.74 -0.48
C -0.906096 2.600716 -2.236130 0.10 0.20 -0.01
C -0.193563 -0.834506 0.488710 -0.05 0.28 -0.02
C -0.917609 -2.009494 0.381380 0.16 -0.10 0.05
C -0.297410 -3.202346 0.740863 -0.02 0.09 -0.02
C 1.013515 -3.177846 1.177996 0.04 0.01 0.01
C 1.672916 -1.956745 1.246302 -0.07 0.03 0.00
N 1.078688 -0.815372 0.914533 -0.16 -0.19 0.09
H -2.077731 1.457018 -3.514615 -0.01 -0.01 0.01
H -3.687338 0.865564 -1.676151 0.00 0.00 -0.02
H -2.849398 0.055608 0.394569 -0.02 -0.03 -0.05
H -0.367138 3.079151 -3.044214 -0.02 -0.02 -0.01
H -1.931198 -2.004234 0.010302 -0.01 0.01 0.00
H -0.837253 -4.136853 0.667500 0.01 -0.01 0.01
H 1.531890 -4.083033 1.460033 -0.01 0.00 0.00
H 2.704928 -1.871409 1.566630 0.00 -0.02 0.00
```
Forces are in eV/Å.



Density functional theory data (ωB97M-V/def2-TZVPD) for a molecular structure, C16H42B3N3O3.

Total energy (eV): -29922.462

The geometry in XYZ format:
```
67
Properties=species:S:1:pos:R:3:forces:R:3
C -3.704981 1.642401 0.907771 -0.05 -0.37 0.45
C -3.896151 0.124691 1.055978 0.75 0.74 -0.28
C -2.599680 -0.611856 0.683867 -0.77 0.26 -0.04
C -1.573478 -0.462610 1.784586 0.27 -0.55 0.51
N -0.286472 -1.130247 1.544202 -0.40 0.02 -0.80
B 0.509407 -0.679941 0.472402 0.46 0.33 1.07
O 0.358631 0.619661 -0.013840 -0.37 -0.35 -0.20
B 0.588011 0.767317 -1.351944 0.38 0.87 -0.25
O 1.206528 -0.217398 -2.090731 -0.82 -0.31 -0.16
B 1.198233 -1.463687 -1.499536 1.03 0.00 -0.14
O 1.439951 -1.513010 -0.147176 -0.85 -0.54 -0.13
H -3.132201 2.032364 1.743178 0.20 0.14 0.08
H -3.160044 1.864882 -0.002117 -0.04 0.21 -0.26
H -4.657830 2.159463 0.924981 -0.15 0.15 -0.16
H -4.129287 -0.072705 2.098299 -0.44 -0.33 0.06
H -4.699463 -0.168087 0.389800 -0.23 -0.34 0.12
H -2.267926 -0.180243 -0.257860 0.33 -0.06 -0.16
H -2.828771 -1.661045 0.503269 0.17 -0.22 0.05
H -2.010138 -0.907216 2.676993 0.00 -0.01 0.24
H -1.388614 0.573370 2.032973 0.09 0.30 -0.15
H -0.358721 -2.138462 1.583809 0.15 0.05 0.28
H 0.233490 1.756527 -1.902793 0.08 0.12 0.01
H 0.954146 -2.441546 -2.125235 0.21 -0.06 -0.13
C 2.428215 -5.225305 -5.743768 0.03 0.00 -0.03
C 3.107033 -4.900939 -4.421905 0.02 0.00 -0.12
N 2.534415 -5.608222 -3.291249 -0.03 0.02 0.08
C 2.999732 -5.108252 -2.009954 0.01 0.13 0.15
C 4.485078 -5.267821 -1.661281 -0.02 -0.02 0.12
C 2.468640 -7.053029 -3.422855 -0.08 -0.18 -0.10
C 3.779543 -7.817570 -3.653962 -0.03 -0.09 0.05
H 1.357296 -5.026060 -5.691579 -0.01 -0.03 0.03
H 2.852169 -4.605189 -6.534460 0.00 0.01 0.00
H 2.573328 -6.265379 -6.037406 -0.01 0.00 0.00
H 2.986522 -3.830413 -4.234271 0.04 0.00 0.10
H 4.189540 -5.076498 -4.527685 0.00 0.01 -0.02
H 2.400062 -5.570345 -1.220769 -0.02 -0.07 -0.05
H 2.754301 -4.043447 -1.971114 0.01 0.01 -0.08
H 4.729807 -6.290371 -1.377689 0.03 -0.03 -0.08
H 4.728121 -4.635367 -0.805001 -0.02 0.02 -0.01
H 5.136282 -4.967932 -2.482423 -0.01 -0.01 -0.02
H 1.789027 -7.285335 -4.245930 0.02 0.06 -0.04
H 1.972313 -7.450135 -2.533898 0.04 0.08 0.07
H 4.420044 -7.323841 -4.385883 -0.01 0.03 -0.01
H 3.559462 -8.816202 -4.036608 -0.01 0.00 0.00
H 4.348252 -7.946769 -2.734640 0.06 0.07 -0.02
C -0.137253 4.149701 2.563523 0.02 -0.01 0.03
C -0.409341 5.630288 2.789936 0.06 -0.12 0.04
N -1.699718 6.060409 2.283150 -0.03 0.07 -0.03
C -1.857491 7.503382 2.258972 0.04 0.16 -0.10
C -1.867123 8.256543 3.595435 -0.08 0.08 -0.04
C -2.840200 5.303832 2.765331 -0.15 -0.22 0.03
C -3.091150 5.255934 4.279418 -0.10 -0.02 -0.01
H -0.220400 3.891658 1.506980 -0.05 0.01 0.00
H 0.873616 3.907983 2.894059 0.01 0.01 -0.01
H -0.820701 3.514634 3.129265 0.00 0.00 0.00
H 0.358304 6.200122 2.259689 -0.04 0.09 0.01
H -0.277372 5.855016 3.860558 0.02 -0.01 0.00
H -2.775775 7.737115 1.713210 -0.04 -0.07 0.03
H -1.045839 7.906717 1.645470 0.05 -0.06 0.02
H -2.810769 8.134637 4.125143 0.03 -0.06 0.05
H -1.742022 9.325836 3.413069 0.01 -0.01 -0.02
H -1.055791 7.941696 4.251878 0.00 -0.03 0.00
H -2.735722 4.278188 2.405141 0.06 0.01 0.00
H -3.738127 5.679335 2.267993 0.06 0.12 -0.03
H -2.170830 5.104196 4.844864 0.02 0.00 -0.02
H -3.757734 4.423340 4.514482 0.00 -0.01 -0.02
H -3.572386 6.161236 4.645885 0.08 0.04 0.03
```
Forces are in eV/Å.